The following is a DFT calculation (ωB97M-V with the def2-TZVPD basis set) of a single CH2ClOP molecule at a distorted geometry.

Last columns: bonded neighbours and bond lengths (Å).
Atoms and positions in Å:
1 O 2.9748 0.4355 -1.0197  C2 1.134
2 C 2.0969 0.3568 -0.3055  O1 1.134, P3 2.191
3 P 0.0156 -0.0278 -0.8711  C2 2.191, Cl4 2.052, H5 1.479, H6 1.247
4 Cl -1.8708 -0.3876 -1.5931  P3 2.052
5 H 0.3275 -1.0287 0.1715  P3 1.479
6 H -0.3270 0.8045 -0.0074  P3 1.247

As for the frontier orbital gap: 9.5 eV. Its HOMO energy is -9.49 eV. Its structure (SMILES) is O=C=[PH2]Cl. The relative energy (zero: lowest compared OMol25 entry of this formula, charge and spin) comes out at 17.2 kcal per mole. Its maximum force is 5.23 eV Å⁻¹.